Entry 1:
A molecular structure, C18H13AsN3O8PdS, computed with ωB97M-V/def2-TZVPD.

Output
E_HOMO, eV: -5.48
Spin multiplicity: 1
Total charge: -1
LUMO, eV: 1.816

Each line ends with the natural charge from an NBO analysis.
CARTESIAN COORDINATES (ANGSTROEM)
Pd: 0.158 -0.694 0.651  0.935
O: 0.620 -4.066 2.838  -0.565
C: 0.684 -3.052 2.178  0.639
N: -0.330 -2.318 1.625  -0.653
C: -1.681 -2.598 1.731  0.649
O: -2.194 -3.536 2.292  -0.557
C: -2.504 -1.550 1.007  0.112
C: -3.853 -1.686 0.863  -0.243
C: -4.547 -0.670 0.183  -0.149
C: -3.854 0.356 -0.394  -0.252
C: -2.443 0.353 -0.335  0.204
N: -1.837 -0.473 0.516  -0.507
C: 2.034 -2.424 1.867  0.133
C: 3.207 -2.979 2.335  -0.210
C: 4.407 -2.361 2.019  -0.156
C: 4.395 -1.211 1.243  -0.243
C: 3.179 -0.710 0.808  0.077
N: 2.036 -1.310 1.124  -0.419
H: -4.340 -2.549 1.292  0.241
H: -5.628 -0.698 0.127  0.211
H: -4.346 1.153 -0.932  0.224
H: -1.916 1.274 -0.541  0.230
H: 3.145 -3.879 2.930  0.249
H: 5.344 -2.770 2.373  0.218
H: 5.310 -0.703 0.975  0.226
H: 3.089 0.182 0.201  0.243
O: -1.002 2.403 1.893  -1.053
As: 0.762 2.106 2.059  1.617
O: 1.387 3.597 1.934  -1.135
O: 0.769 1.139 -0.103  -0.870
C: 0.534 1.838 -1.232  0.419
C: 0.935 3.185 -1.219  -0.306
C: 0.762 4.007 -2.313  -0.193
C: 0.193 3.519 -3.480  -0.275
C: -0.189 2.192 -3.523  -0.166
C: -0.032 1.340 -2.428  -0.465
S: -0.562 -0.348 -2.726  2.429
O: -1.932 -0.433 -2.169  -0.993
O: -0.579 -0.513 -4.163  -0.991
O: 0.368 -1.203 -2.008  -1.025
H: -1.452 1.550 1.828  0.480
H: 1.372 3.575 -0.310  0.247
H: 1.081 5.041 -2.247  0.201
H: 0.059 4.155 -4.346  0.201
H: -0.610 1.765 -4.422  0.240

Entry 2:
C18H13BrClFN6O2S in the gas phase, computed with ωB97M-V/def2-TZVPD.

Output
E_HOMO, eV: -8.05
Spin multiplicity: 1
LUMO, eV: -0.280

Each line ends with the natural charge from an NBO analysis.
CARTESIAN COORDINATES (ANGSTROEM)
C: 2.037 4.033 3.367  -0.415
N: 1.593 2.962 2.424  -0.362
C: 2.100 1.663 2.430  0.018
C: 1.392 1.054 1.411  -0.129
C: 1.493 -0.325 1.151  -0.114
C: 2.774 -0.842 0.833  -0.181
C: 3.048 -2.187 0.648  -0.208
C: 1.959 -3.007 0.424  -0.193
C: 0.660 -2.556 0.662  0.044
N: -0.486 -3.313 0.515  -0.826
S: -0.851 -3.830 -1.002  2.252
O: -1.759 -5.044 -0.833  -0.907
O: 0.328 -3.981 -1.816  -0.903
C: -1.895 -2.517 -1.680  -0.387
C: -3.282 -2.670 -1.543  0.071
N: -4.133 -1.875 -2.258  -0.407
C: -3.630 -0.921 -3.021  0.207
Cl: -4.670 0.250 -3.850  0.020
C: -2.236 -0.716 -3.258  -0.179
Br: -1.447 0.462 -4.491  0.136
C: -1.348 -1.498 -2.560  -0.136
C: 0.404 -1.176 0.969  0.418
F: -0.829 -0.688 1.194  -0.336
C: 0.553 1.910 0.660  -0.201
C: -0.276 2.098 -0.439  0.427
N: -0.728 1.048 -1.101  -0.803
N: -0.951 3.157 -0.879  -0.512
C: -0.657 4.254 -0.155  0.268
N: 0.119 4.225 0.992  -0.515
C: 0.617 3.060 1.343  0.400
H: 1.891 3.749 4.390  0.204
H: 3.116 4.257 3.342  0.202
H: 1.589 5.003 3.067  0.245
H: 2.847 1.182 3.066  0.240
H: 3.668 -0.141 0.915  0.218
H: 4.028 -2.545 0.316  0.227
H: 2.106 -3.977 0.063  0.235
H: -1.270 -2.813 0.909  0.415
H: -3.753 -3.373 -0.985  0.226
H: -0.306 -1.518 -2.751  0.262
H: -1.154 0.453 -0.368  0.386
H: -1.517 1.442 -1.699  0.397
H: -1.145 5.253 -0.406  0.195

Entry 3:
A molecular structure, C18H13Cl5MgNO, computed with ωB97M-V/def2-TZVPD.

Output
E_HOMO, eV: -11.46
Spin multiplicity: 1
Total charge: +1
LUMO, eV: -2.928

Each line ends with the natural charge from an NBO analysis.
CARTESIAN COORDINATES (ANGSTROEM)
Mg: 0.165 -0.456 0.220  1.713
C: -1.750 1.721 -1.565  -0.199
C: -2.329 1.472 -0.331  -0.222
C: -2.582 0.169 0.072  -0.190
C: -2.267 -0.892 -0.770  -0.332
C: -1.705 -0.639 -2.018  -0.234
C: -1.438 0.667 -2.411  -0.221
H: -1.585 2.738 -1.892  0.236
H: -2.630 2.298 0.297  0.230
H: -3.095 -0.021 1.006  0.229
H: -2.559 -1.902 -0.504  0.247
H: -1.561 -1.451 -2.719  0.247
H: -1.055 0.864 -3.402  0.242
Cl: 3.216 0.620 1.888  0.002
C: 3.105 -0.973 1.272  -0.076
C: 1.980 -1.324 0.550  -0.658
C: 1.906 -2.632 0.110  -0.005
Cl: 0.450 -3.031 -0.689  -0.011
C: 2.902 -3.576 0.325  -0.128
Cl: 2.769 -5.178 -0.280  0.072
C: 4.026 -3.186 1.061  -0.079
Cl: 5.254 -4.328 1.390  0.090
C: 4.139 -1.873 1.524  -0.086
Cl: 5.539 -1.392 2.396  0.075
O: 0.486 1.454 0.718  -0.807
C: 0.236 1.831 2.059  -0.106
C: -0.102 0.610 2.872  0.204
C: -0.050 0.629 4.261  -0.227
C: -0.341 -0.536 4.953  -0.116
C: -0.696 -1.672 4.237  -0.236
C: -0.734 -1.593 2.858  0.067
N: -0.449 -0.477 2.196  -0.619
H: 1.166 2.033 0.359  0.529
H: -0.605 2.539 2.094  0.207
H: 1.115 2.316 2.498  0.226
H: 0.232 1.533 4.779  0.239
H: -0.283 -0.569 6.030  0.242
H: -0.938 -2.595 4.736  0.246
H: -1.006 -2.448 2.253  0.212

Entry 4:
A molecular structure, C18H13CoF3N4S2, computed with ωB97M-V/def2-TZVPD.

Output
E_HOMO (spin up / spin down), eV: -7.52 / -7.71
Spin multiplicity: 4
LUMO (spin up / spin down), eV: 0.361 / 0.156

Each line ends with the Löwdin spin population.
CARTESIAN COORDINATES (ANGSTROEM)
Co: -0.451 -0.202 -0.655  2.681
F: 3.878 2.159 1.509  0.002
C: 3.103 1.810 2.539  0.002
F: 3.427 2.637 3.556  0.000
F: 3.475 0.586 2.919  0.001
C: 1.633 1.892 2.210  0.001
C: 0.817 2.711 2.951  -0.002
C: -0.544 2.796 2.661  0.002
C: -1.017 2.035 1.619  0.003
N: -0.242 1.229 0.893  0.029
C: 1.086 1.122 1.153  0.005
S: 1.930 0.011 0.141  0.065
H: 1.238 3.288 3.762  0.000
H: -1.206 3.433 3.229  0.000
H: -2.067 2.058 1.343  0.000
S: -0.679 -4.263 -2.427  0.008
C: -0.462 -3.259 -3.781  0.001
C: -0.406 -1.942 -3.428  0.012
C: -0.516 -1.690 -2.022  0.051
C: -0.673 -2.886 -1.382  0.016
C: -0.898 -2.926 0.063  0.005
C: -1.060 -4.093 0.807  0.001
C: -1.327 -4.013 2.157  0.001
C: -1.422 -2.765 2.752  0.003
C: -1.223 -1.655 1.957  0.006
N: -0.966 -1.718 0.649  0.045
H: -0.382 -3.695 -4.765  0.001
H: -0.303 -1.170 -4.186  0.001
H: -0.968 -5.047 0.304  0.000
H: -1.463 -4.911 2.747  0.000
H: -1.635 -2.650 3.805  0.000
H: -1.263 -0.662 2.388  0.000
N: 0.636 1.372 -2.921  0.004
C: 0.746 2.554 -3.544  0.001
C: -0.209 3.384 -2.995  0.002
C: -0.850 2.590 -2.034  0.004
N: -0.326 1.371 -1.996  0.045
H: 1.185 0.532 -3.040  0.001
H: 1.475 2.718 -4.318  0.000
H: -0.404 4.413 -3.240  0.000
H: -1.666 2.849 -1.379  0.000

Entry 5:
2 unconnected molecules or ions with the total composition C18H13F4OS, computed with ωB97M-V/def2-TZVPD.

Output
E_HOMO, eV: -12.62
Spin multiplicity: 1
Total charge: +1
LUMO, eV: -5.819

Each line ends with the natural charge from an NBO analysis.
CARTESIAN COORDINATES (ANGSTROEM)
F: -3.631 3.212 -1.509  -0.307
C: -3.345 1.861 -1.485  0.428
C: -4.399 0.963 -1.639  -0.278
C: -4.064 -0.394 -1.582  0.416
F: -5.089 -1.314 -1.666  -0.306
C: -2.768 -0.842 -1.395  -0.225
C: -1.716 0.092 -1.187  -0.126
C: -0.434 -0.432 -0.757  0.065
C: 0.840 0.063 -1.228  -0.110
C: 1.912 -0.869 -1.259  -0.242
C: 3.211 -0.421 -1.395  0.421
F: 4.241 -1.336 -1.336  -0.311
C: 3.541 0.930 -1.547  -0.283
C: 2.469 1.816 -1.609  0.423
F: 2.745 3.164 -1.699  -0.306
C: 1.136 1.417 -1.545  -0.249
C: -2.026 1.469 -1.260  -0.255
H: -5.429 1.298 -1.744  0.275
H: -2.548 -1.909 -1.391  0.247
H: -0.431 -1.501 -0.522  0.251
H: 1.702 -1.938 -1.175  0.243
H: 4.573 1.270 -1.577  0.274
H: 0.358 2.151 -1.726  0.240
H: -1.274 2.236 -1.094  0.236
C: 2.884 -1.084 2.437  -0.250
O: 1.950 -0.008 2.108  -0.472
C: 0.655 -0.344 2.288  0.424
C: -0.354 -0.037 1.332  -0.558
S: -1.869 -0.548 1.945  0.507
C: -1.179 -1.346 3.320  -0.276
C: 0.181 -1.117 3.405  -0.337
H: 3.852 -0.609 2.590  0.224
H: 2.569 -1.630 3.348  0.190
H: 2.895 -1.768 1.580  0.195
H: -0.250 0.872 0.733  0.309
H: -1.761 -1.881 4.064  0.271
H: 0.854 -1.487 4.176  0.253

Entry 6:
A molecular structure, C18H13N5PtSe2, computed with ωB97M-V/def2-TZVPD.

Output
E_HOMO (spin up / spin down), eV: -6.08 / -6.44
Spin multiplicity: 1
LUMO (spin up / spin down), eV: -1.426 / -1.431

Each line ends with the natural charge from an NBO analysis.
CARTESIAN COORDINATES (ANGSTROEM)
Pt: 0.509 -0.361 -0.560  0.561
Se: -6.058 2.238 2.871  0.973
N: -5.173 0.707 2.950  -0.613
C: -4.092 0.790 2.192  0.101
C: -3.136 -0.265 2.018  -0.103
C: -3.242 -1.518 2.611  -0.119
C: -2.250 -2.460 2.382  -0.237
C: -1.166 -2.117 1.585  0.075
N: -1.054 -0.946 0.991  -0.492
C: -2.017 -0.008 1.173  0.239
C: -1.862 1.229 0.500  0.156
N: -0.779 1.383 -0.307  -0.468
C: -0.584 2.539 -0.919  0.078
C: -1.472 3.601 -0.826  -0.239
C: -2.615 3.460 -0.049  -0.115
C: -2.811 2.279 0.653  -0.106
C: -3.928 2.048 1.522  0.181
N: -4.873 2.941 1.760  -0.633
H: -4.082 -1.740 3.252  0.240
H: -2.303 -3.449 2.804  0.231
H: -0.349 -2.808 1.421  0.219
H: 0.319 2.612 -1.513  0.227
H: -1.265 4.511 -1.365  0.233
H: -3.340 4.254 0.026  0.241
C: 2.101 0.182 0.680  -0.769
H: 2.882 0.697 0.121  0.200
H: 2.499 -0.726 1.130  0.188
H: 1.699 0.832 1.459  0.178
Se: 1.401 -1.629 -2.298  -0.156
C: 3.305 -1.709 -2.456  -0.137
C: 4.136 -1.936 -1.364  -0.291
C: 5.499 -2.026 -1.592  0.039
N: 6.051 -1.929 -2.790  -0.442
C: 5.254 -1.723 -3.824  0.039
C: 3.879 -1.605 -3.719  -0.293
H: 3.729 -2.040 -0.368  0.221
H: 6.187 -2.203 -0.777  0.185
H: 5.743 -1.667 -4.788  0.186
H: 3.258 -1.439 -4.589  0.221

| no. | strongest force on any atom (eV Å⁻¹) |
| --- | --- |
| 1 | 1.92 |
| 2 | 5.41 |
| 3 | 1.51 |
| 4 | 0.96 |
| 5 | 2.02 |
| 6 | 2.73 |